{
  "formula": "C40H98Br2N6O3",
  "method": "the ωB97M-V functional and the def2-TZVPD basis",
  "homo_lumo_gap_ev": 6.957,
  "largest_force_ha_per_bohr": 0.0598,
  "charge": 4,
  "homo_energy_ev": -15.4,
  "symbols": ["C", "C", "C", "N", "C", "C", "C", "C", "C", "H", "H", "H", "H", "H", "H", "H", "H", "H", "H", "H", "H", "H", "H", "H", "H", "H", "H", "C", "C", "C", "N", "C", "C", "C", "C", "C", "H", "H", "H", "H", "H", "H", "H", "H", "H", "H", "H", "H", "H", "H", "H", "H", "H", "H", "C", "C", "C", "N", "C", "C", "C", "C", "C", "H", "H", "H", "H", "H", "H", "H", "H", "H", "H", "H", "H", "H", "H", "H", "H", "H", "H", "C", "C", "C", "O", "C", "N", "H", "H", "H", "H", "H", "H", "H", "H", "H", "H", "H", "H", "C", "C", "C", "O", "C", "N", "H", "H", "H", "H", "H", "H", "H", "H", "H", "H", "H", "H", "C", "C", "N", "C", "C", "C", "C", "C", "O", "C", "H", "H", "H", "H", "H", "H", "H", "H", "H", "H", "H", "H", "H", "H", "H", "H", "H", "H", "H", "H", "Br", "Br"],
  "coordinates": [[-6.265, -1.404, -4.407], [-6.192, 0.091, -4.495], [-5.565, 0.594, -3.186], [-5.465, 2.088, -2.996], [-4.553, 2.604, -4.064], [-5.057, 2.352, -1.643], [-6.450, 2.396, -0.775], [-7.508, 2.614, -1.882], [-6.770, 2.748, -3.152], [-6.627, -1.828, -5.338], [-6.789, -1.695, -3.518], [-5.283, -1.848, -4.274], [-7.227, 0.439, -4.543], [-5.713, 0.324, -5.426], [-4.507, 0.277, -3.100], [-6.074, 0.233, -2.305], [-3.522, 2.451, -3.745], [-4.748, 3.673, -4.101], [-4.656, 2.177, -5.043], [-4.594, 3.336, -1.748], [-4.279, 1.696, -1.251], [-6.525, 3.309, -0.153], [-6.612, 1.439, -0.243], [-8.115, 3.457, -1.614], [-8.167, 1.756, -1.884], [-6.592, 3.813, -3.355], [-7.268, 2.385, -4.029], [-4.919, -3.656, 4.595], [-3.786, -2.702, 4.857], [-4.287, -1.258, 4.763], [-3.259, -0.243, 5.147], [-3.237, -0.140, 6.631], [-3.579, 1.146, 4.624], [-3.115, 1.091, 3.165], [-1.895, 0.087, 3.165], [-1.905, -0.521, 4.532], [-5.423, -3.372, 3.666], [-5.673, -3.585, 5.397], [-4.631, -4.704, 4.388], [-3.021, -2.927, 4.106], [-3.333, -2.879, 5.843], [-5.146, -1.183, 5.431], [-4.663, -1.067, 3.758], [-4.212, 0.180, 7.008], [-2.542, 0.647, 6.945], [-2.959, -1.088, 7.073], [-3.072, 1.847, 5.302], [-4.662, 1.302, 4.759], [-2.749, 2.079, 2.897], [-3.943, 0.872, 2.515], [-0.896, 0.529, 3.167], [-1.928, -0.565, 2.287], [-1.279, 0.066, 5.198], [-1.708, -1.591, 4.496], [5.822, 4.699, -2.033], [4.440, 4.516, -1.477], [4.434, 4.611, 0.081], [3.148, 4.319, 0.705], [2.759, 2.891, 0.489], [2.099, 5.285, 0.298], [1.357, 5.701, 1.573], [2.462, 5.811, 2.560], [3.282, 4.565, 2.188], [6.546, 3.950, -1.688], [6.252, 5.697, -1.881], [5.788, 4.474, -3.114], [4.044, 3.540, -1.773], [3.680, 5.206, -1.921], [4.747, 5.585, 0.448], [5.204, 3.934, 0.497], [3.560, 2.302, 0.994], [2.828, 2.696, -0.585], [1.759, 2.726, 0.905], [1.524, 4.925, -0.562], [2.647, 6.191, -0.003], [0.526, 5.060, 1.871], [0.838, 6.650, 1.385], [2.205, 5.662, 3.600], [3.030, 6.721, 2.372], [2.824, 3.668, 2.648], [4.302, 4.520, 2.505], [-2.890, -5.976, -0.111], [-1.911, -5.132, -0.870], [-2.436, -4.684, -2.197], [-1.423, -3.862, -2.748], [-1.324, -4.088, -4.236], [-1.521, -3.796, -0.237], [-0.957, -3.717, 0.605], [-1.034, -3.184, -0.913], [-2.382, -3.303, -0.013], [-2.377, -6.296, 0.778], [-3.198, -6.893, -0.633], [-3.828, -5.445, 0.035], [-0.929, -5.607, -0.979], [-3.432, -4.242, -2.029], [-2.689, -5.516, -2.859], [-0.942, -3.139, -4.559], [-2.348, -4.285, -4.579], [-0.610, -4.890, -4.341], [-1.881, -0.348, -1.522], [-0.393, 0.005, -1.761], [0.424, -0.269, -0.457], [0.220, -1.687, -0.131], [1.350, -2.386, 0.295], [0.184, -0.875, -2.888], [1.168, -0.568, -3.114], [0.168, -1.830, -2.507], [-0.354, -0.827, -3.775], [-2.191, -1.233, -2.085], [-2.489, 0.447, -1.927], [-2.016, -0.522, -0.460], [-0.273, 1.006, -2.188], [-0.097, 0.310, 0.315], [1.480, 0.006, -0.578], [2.001, -2.736, -0.467], [1.106, -3.286, 0.877], [1.975, -1.812, 0.974], [7.329, 0.974, -0.028], [6.542, -0.254, -0.136], [7.082, -1.423, 0.660], [8.330, -1.843, 0.007], [7.357, -1.138, 2.091], [6.284, -0.367, 2.846], [6.082, -2.549, 0.628], [5.224, -2.678, -0.640], [6.016, -3.001, -1.730], [5.250, -3.467, -2.854], [7.444, 1.426, 0.951], [6.753, 1.762, -0.532], [8.310, 0.847, -0.497], [6.477, -0.547, -1.187], [5.486, -0.121, 0.188], [8.156, -2.445, -0.867], [9.089, -2.392, 0.575], [8.845, -0.974, -0.408], [8.301, -0.634, 2.165], [7.487, -2.118, 2.567], [6.407, -0.423, 3.934], [5.273, -0.752, 2.738], [6.101, 0.636, 2.493], [5.401, -2.471, 1.485], [6.605, -3.478, 0.858], [4.639, -1.789, -0.851], [4.517, -3.515, -0.506], [4.506, -2.713, -3.113], [4.659, -4.372, -2.650], [5.998, -3.606, -3.612], [3.135, 0.541, -2.236], [-2.394, -0.208, -4.580]],
  "forces_ev_per_a": [[0.933, -0.682, -0.081], [-0.801, 0.093, 1.119], [1.006, -0.160, -0.511], [-0.437, -1.772, -2.475], [1.055, 1.301, 1.038], [-0.667, 1.747, 2.179], [1.394, 0.438, -1.248], [-0.458, -1.439, 1.394], [-0.406, 1.774, -0.797], [-0.532, -0.125, 0.217], [-0.913, -0.423, 0.161], [0.475, 0.151, -0.117], [0.044, 0.149, -0.170], [0.644, 0.640, -0.136], [-0.527, -0.127, -0.295], [-0.530, -0.308, 0.064], [-0.055, -0.195, -0.077], [0.202, 0.080, -0.215], [-0.513, -0.479, -0.096], [-0.152, 0.209, 0.732], [-0.280, -0.315, -0.357], [0.657, -0.954, 0.193], [0.177, 0.796, -0.024], [-0.284, 0.499, -0.309], [-0.286, -0.201, -0.188], [0.216, -0.265, 0.109], [-0.212, -0.331, -0.335], [-1.091, -0.419, -0.289], [0.650, -0.082, -0.005], [-0.286, -0.992, -0.304], [-0.473, 0.362, 0.318], [0.282, 0.253, 0.687], [-0.755, -0.576, -0.121], [1.453, 0.957, 0.877], [-0.479, 0.863, -0.597], [-0.742, -0.457, 0.847], [-0.137, 0.182, 0.036], [0.266, -0.394, -0.316], [0.098, 0.553, 0.694], [0.047, 0.272, 0.075], [-0.107, -0.050, -0.224], [0.100, 0.393, 0.070], [0.227, 0.203, -0.067], [-0.013, -0.263, -0.301], [0.129, -0.350, -0.198], [0.034, -0.089, 0.069], [0.110, -0.118, -0.606], [0.417, -0.013, -0.163], [-0.161, 0.134, -0.193], [-0.066, -0.511, -0.378], [-0.337, 0.656, -0.718], [-0.163, -0.320, 0.454], [0.605, -0.494, -0.077], [0.256, 0.301, 0.678], [0.669, -0.225, -1.163], [-1.293, 0.084, 0.922], [1.615, -0.085, -1.545], [-0.307, -0.367, 1.181], [0.916, 0.086, -0.223], [-0.478, 1.194, -0.421], [-1.657, 0.502, -1.041], [1.268, -1.076, -0.080], [-0.932, -0.998, 1.032], [-0.226, 0.165, 0.423], [-0.198, -0.237, -0.044], [-0.012, 0.508, 0.338], [0.338, -0.140, 0.043], [0.845, -0.067, 0.377], [-0.114, 0.352, -0.217], [-0.518, -0.066, -0.209], [-0.866, 0.145, -0.306], [-0.392, -0.286, 0.302], [0.339, -0.041, -0.118], [0.088, -0.020, 0.358], [-0.214, -0.331, -0.233], [0.323, -0.528, 0.038], [0.328, -0.046, 0.002], [-0.229, 0.611, 0.203], [0.054, 0.076, 0.383], [0.016, 0.605, -0.004], [0.752, 0.349, -0.088], [0.031, 0.024, 0.111], [1.064, -0.327, -0.609], [0.147, -0.337, -0.345], [-0.885, -0.210, -1.258], [-0.380, 0.670, 2.127], [-0.939, 0.625, 0.541], [0.111, -0.823, 0.158], [-0.149, -0.415, -0.163], [-0.222, 0.201, -0.013], [-0.436, -0.163, 0.837], [0.534, 0.316, -0.247], [0.007, 0.146, 0.542], [-0.349, -0.259, -0.187], [0.268, 0.801, -0.189], [0.443, -0.286, 0.224], [0.000, 0.174, -0.796], [0.635, 0.072, -0.371], [-0.074, -0.314, -0.494], [0.765, -0.175, -0.215], [0.313, -0.975, -0.693], [-1.003, -0.183, -0.827], [-0.360, 0.748, -0.486], [0.758, -0.295, 1.479], [0.881, 0.104, 1.018], [-0.365, -0.198, 0.623], [0.213, 0.170, -0.593], [-0.885, 0.260, 0.180], [0.127, 0.055, 0.112], [-0.271, 0.108, 0.239], [-0.304, 0.162, 0.323], [0.058, 0.015, 0.659], [0.357, 0.011, 0.096], [-0.246, -0.315, 0.121], [0.485, -0.080, -1.286], [-0.527, 0.189, -0.123], [0.015, 0.397, 0.121], [0.580, 1.702, -0.174], [-1.845, -0.580, 0.419], [-0.537, -0.551, -0.482], [1.939, -0.058, -1.354], [-0.366, -0.020, 1.232], [-1.076, -0.278, 0.052], [-1.030, -0.798, 0.048], [0.178, -0.722, 0.341], [0.267, -0.370, -0.493], [-0.133, 0.560, 0.653], [0.231, -0.476, 0.459], [0.330, -0.275, -0.479], [-0.237, 0.520, 0.068], [0.130, -0.312, 0.212], [0.687, 0.025, -0.060], [-0.707, -0.341, -0.240], [-0.735, 0.156, 0.703], [-0.069, -0.003, 0.448], [0.481, 0.353, -0.106], [0.090, 0.200, -0.183], [0.562, 0.332, -0.378], [-0.100, -0.787, -0.274], [0.725, 0.597, 0.182], [0.091, 0.557, -0.247], [0.322, 0.080, -0.449], [-0.295, 0.386, 0.077], [0.015, 0.174, 0.550], [0.170, 0.306, -0.353], [0.575, -0.145, 0.227], [-0.141, -0.221, -0.569], [0.211, -0.092, 0.049], [0.133, -0.079, -0.429]]
}